A single C4H2IN molecule, computed with the ωB97M-V functional and the def2-TZVPD basis.

Last columns: bonded neighbours and bond lengths (Å).
Geometry (Å):
1 C -1.67 0.63 0.02  C2 1.260, C4 1.533
2 C -0.62 1.34 0.01  C1 1.260, C3 1.898, C4 1.814, N5 1.383
3 C 0.85 0.14 -0.08  C2 1.898, C4 1.593, N5 1.267, I6 2.090
4 C -0.61 -0.48 -0.04  C1 1.533, C2 1.814, C3 1.593, H7 1.092, H8 0.976
5 N 0.76 1.41 0.00  C2 1.383, C3 1.267
6 I 2.62 -0.96 0.02  C3 2.090
7 H -0.80 -1.02 0.89  C4 1.092
8 H -0.53 -1.06 -0.82  C4 0.976

Properties
HOMO = -9.70 eV
relative energy (zero: lowest compared OMol25 entry of this formula, charge and spin) = 2.7020 eV
maximum force = 0.108 hartree/bohr

=====

An isolated ion of composition C5H13N2O and charge +1, computed with the ωB97M-V functional and the def2-TZVPD basis.

Last columns: bonded neighbours and bond lengths (Å).
Geometry (Å):
1 C 1.89 0.87 -0.82  N2 1.475, H9 1.086, H10 1.089, H11 1.091
2 N 0.67 0.26 -0.26  C1 1.475, C3 1.498, C6 1.466
3 C -0.22 -0.18 -1.38  N2 1.498, C4 1.510, H12 1.091, H13 1.087
4 C 0.14 -1.64 -1.56  C3 1.510, O5 1.203, H14 1.103
5 O -0.41 -2.49 -0.91  C4 1.203
6 C -0.04 1.22 0.60  N2 1.466, C7 1.552, H15 1.088, H16 1.079
7 C -0.71 0.42 1.75  C6 1.552, N8 1.559, H17 1.087, H18 1.062
8 N -1.40 -0.93 1.36  C7 1.559, H19 1.032, H20 1.019, H21 1.016
9 H 2.29 0.23 -1.61  C1 1.086
10 H 2.65 0.96 -0.04  C1 1.089
11 H 1.68 1.85 -1.25  C1 1.091
12 H 0.01 0.39 -2.28  C3 1.091
13 H -1.25 -0.10 -1.05  C3 1.087
14 H 0.87 -1.84 -2.36  C4 1.103
15 H -0.83 1.72 0.04  C6 1.088
16 H 0.71 1.78 1.14  C6 1.079
17 H -1.44 1.06 2.24  C7 1.087
18 H 0.03 0.04 2.41  C7 1.062
19 H -0.94 -1.36 0.54  N8 1.032
20 H -2.39 -0.73 1.26  N8 1.019
21 H -1.33 -1.54 2.17  N8 1.016

Properties
HOMO = -13.28 eV
SMILES string = CN(CC=O)CC[NH3+]
total charge = +1
relative energy (zero: lowest compared OMol25 entry of this formula, charge and spin) = 2.3130 eV
maximum force = 0.053 hartree/bohr

=====

A 7-piece molecular cluster, C34H96N17O5P5 overall, computed with the ωB97M-V functional and the def2-TZVPD basis.

Last columns: bonded neighbours and bond lengths (Å).
Geometry (Å):
1 C 5.83 -0.66 1.76  N2 1.453, H12 1.093, H13 1.098, H14 1.090
2 N 6.41 -2.00 1.78  C1 1.453, C3 1.459, P4 1.657
3 C 6.91 -2.41 3.09  N2 1.459, H15 1.085, H16 1.095, H17 1.089
4 P 5.84 -3.04 0.63  N2 1.657, O5 1.470, N6 1.667, N9 1.656
5 O 5.74 -2.43 -0.71  P4 1.470
6 N 6.92 -4.31 0.76  P4 1.667, C7 1.460, C8 1.461
7 C 8.33 -4.05 0.51  N6 1.460, H18 1.089, H19 1.093, H20 1.093
8 C 6.44 -5.57 0.19  N6 1.461, H21 1.088, H22 1.089, H23 1.099
9 N 4.39 -3.65 1.13  P4 1.656, C10 1.446, C11 1.450
10 C 4.13 -4.36 2.36  N9 1.446, H24 1.092, H25 1.093, H26 1.093
11 C 3.27 -3.61 0.21  N9 1.450, H27 1.096, H28 1.083, H29 1.103
12 H 6.52 0.04 2.22  C1 1.093
13 H 4.85 -0.63 2.26  C1 1.098
14 H 5.72 -0.31 0.73  C1 1.090
15 H 7.66 -3.19 2.98  C3 1.085
16 H 6.11 -2.79 3.73  C3 1.095
17 H 7.34 -1.53 3.55  C3 1.089
18 H 8.89 -4.97 0.68  C7 1.089
19 H 8.53 -3.61 -0.47  C7 1.093
20 H 8.72 -3.36 1.26  C7 1.093
21 H 7.24 -6.31 0.22  C8 1.088
22 H 5.58 -5.94 0.74  C8 1.089
23 H 6.14 -5.47 -0.86  C8 1.099
24 H 5.08 -4.55 2.87  C10 1.092
25 H 3.51 -3.78 3.05  C10 1.093
26 H 3.71 -5.34 2.13  C10 1.093
27 H 2.99 -4.60 -0.18  C11 1.096
28 H 3.37 -2.86 -0.56  C11 1.083
29 H 2.40 -3.28 0.80  C11 1.103
30 C -1.38 -6.78 3.17  N31 1.455, H41 1.090, H42 1.090, H43 1.098
31 N -1.15 -5.79 2.13  C30 1.455, C32 1.462, P33 1.650
32 C 0.05 -5.93 1.30  N31 1.462, H44 1.096, H45 1.092, H46 1.089
33 P -1.97 -4.37 2.01  N31 1.650, O34 1.471, N35 1.644, N38 1.658
34 O -2.18 -3.94 0.62  P33 1.471
35 N -3.38 -4.62 2.81  P33 1.644, C36 1.461, C37 1.456
36 C -4.42 -5.34 2.09  N35 1.461, H47 1.102, H48 1.091, H49 1.085
37 C -3.59 -4.39 4.23  N35 1.456, H50 1.090, H51 1.086, H52 1.095
38 N -1.08 -3.28 2.88  P33 1.658, C39 1.446, C40 1.449
39 C -0.23 -3.61 4.01  N38 1.446, H53 1.091, H54 1.093, H55 1.094
40 C -1.21 -1.87 2.56  N38 1.449, H56 1.095, H57 1.097, H58 1.088
41 H -0.80 -7.68 2.96  C30 1.090
42 H -2.42 -7.10 3.25  C30 1.090
43 H -1.05 -6.43 4.16  C30 1.098
44 H 0.56 -4.96 1.21  C32 1.096
45 H -0.21 -6.23 0.29  C32 1.092
46 H 0.76 -6.62 1.75  C32 1.089
47 H -4.32 -6.43 2.26  C36 1.102
48 H -5.42 -5.10 2.47  C36 1.091
49 H -4.34 -5.13 1.03  C36 1.085
50 H -4.33 -5.10 4.61  C37 1.090
51 H -2.67 -4.50 4.80  C37 1.086
52 H -3.98 -3.38 4.41  C37 1.095
53 H 0.55 -2.85 4.08  C39 1.091
54 H -0.78 -3.72 4.95  C39 1.093
55 H 0.31 -4.54 3.84  C39 1.094
56 H -0.25 -1.35 2.53  C40 1.095
57 H -1.84 -1.32 3.26  C40 1.097
58 H -1.67 -1.79 1.57  C40 1.088
59 C 0.27 2.05 2.66  N60 1.447, H70 1.099, H71 1.098, H72 1.086
60 N -0.94 2.67 3.17  C59 1.447, C61 1.451, P62 1.654
61 C -1.92 1.74 3.69  N60 1.451, H73 1.087, H74 1.098, H75 1.094
62 P -1.08 4.29 3.44  N60 1.654, O63 1.468, N64 1.671, N67 1.652
63 O -2.48 4.64 3.68  P62 1.468
64 N -0.10 4.75 4.72  P62 1.671, C65 1.453, C66 1.454
65 C -0.70 4.60 6.03  N64 1.453, H76 1.103, H77 1.092, H78 1.087
66 C 1.32 4.45 4.72  N64 1.454, H79 1.089, H80 1.099, H81 1.091
67 N -0.31 4.97 2.14  P62 1.652, C68 1.450, C69 1.461
68 C 0.27 6.30 2.20  N67 1.450, H82 1.095, H83 1.096, H84 1.087
69 C -0.82 4.60 0.82  N67 1.461, H85 1.095, H86 1.086, H87 1.095
70 H 0.00 1.40 1.81  C59 1.099
71 H 0.75 1.41 3.41  C59 1.098
72 H 0.92 2.82 2.25  C59 1.086
73 H -2.67 2.25 4.29  C61 1.087
74 H -1.42 1.04 4.37  C61 1.098
75 H -2.41 1.20 2.88  C61 1.094
76 H -0.61 3.55 6.38  C65 1.103
77 H -0.20 5.22 6.77  C65 1.092
78 H -1.76 4.86 5.99  C65 1.087
79 H 1.84 5.24 5.26  C66 1.089
80 H 1.51 3.45 5.14  C66 1.099
81 H 1.69 4.38 3.70  C66 1.091
82 H 1.21 6.35 1.64  C68 1.095
83 H -0.42 7.06 1.82  C68 1.096
84 H 0.51 6.56 3.23  C68 1.087
85 H -1.66 5.22 0.50  C69 1.095
86 H -1.10 3.54 0.79  C69 1.086
87 H -0.01 4.73 0.10  C69 1.095
88 C 1.95 2.50 -3.58  N89 1.438, H99 1.096, H100 1.089, H101 1.099
89 N 0.73 1.79 -3.30  C88 1.438, C90 1.462, P91 1.646
90 C -0.43 2.32 -4.01  N89 1.462, H102 1.093, H103 1.096, H104 1.086
91 P 0.51 1.07 -1.84  N89 1.646, O92 1.478, N93 1.656, N96 1.659
92 O 0.20 1.97 -0.70  P91 1.478
93 N -0.71 -0.02 -2.09  P91 1.656, C94 1.461, C95 1.461
94 C -1.26 -0.66 -0.90  N93 1.461, H105 1.093, H106 1.095, H107 1.088
95 C -0.93 -0.77 -3.33  N93 1.461, H108 1.094, H109 1.088, H110 1.094
96 N 1.91 0.22 -1.61  P91 1.659, C97 1.458, C98 1.460
97 C 2.52 -0.57 -2.67  N96 1.458, H111 1.096, H112 1.090, H113 1.090
98 C 2.33 -0.05 -0.24  N96 1.460, H114 1.092, H115 1.095, H116 1.087
99 H 2.32 2.26 -4.59  C88 1.096
100 H 2.75 2.29 -2.87  C88 1.089
101 H 1.81 3.59 -3.53  C88 1.099
102 H -0.33 2.09 -5.08  C90 1.093
103 H -0.46 3.41 -3.89  C90 1.096
104 H -1.36 1.91 -3.64  C90 1.086
105 H -2.27 -1.00 -1.14  C94 1.093
106 H -0.65 -1.52 -0.61  C94 1.095
107 H -1.34 0.09 -0.11  C94 1.088
108 H -2.00 -0.81 -3.54  C95 1.094
109 H -0.49 -0.22 -4.16  C95 1.088
110 H -0.52 -1.78 -3.26  C95 1.094
111 H 1.91 -1.45 -2.91  C97 1.096
112 H 2.62 0.01 -3.59  C97 1.090
113 H 3.52 -0.90 -2.38  C97 1.090
114 H 3.35 -0.43 -0.28  C98 1.092
115 H 1.67 -0.76 0.26  C98 1.095
116 H 2.37 0.88 0.33  C98 1.087
117 C -4.34 2.86 -6.02  N118 1.452, H128 1.089, H129 1.090, H130 1.100
118 N -5.44 2.28 -5.26  C117 1.452, C119 1.465, P120 1.662
119 C -6.77 2.87 -5.44  N118 1.465, H131 1.088, H132 1.088, H133 1.088
120 P -5.09 1.00 -4.26  N118 1.662, O121 1.471, N122 1.652, N125 1.651
121 O -3.85 0.31 -4.63  P120 1.471
122 N -5.00 1.58 -2.71  P120 1.652, C123 1.460, C124 1.442
123 C -3.70 1.65 -2.05  N122 1.460, H134 1.091, H135 1.094, H136 1.090
124 C -6.06 2.35 -2.11  N122 1.442, H137 1.093, H138 1.093, H139 1.096
125 N -6.49 0.13 -4.25  P120 1.651, C126 1.454, C127 1.462
126 C -6.81 -0.78 -3.16  N125 1.454, H140 1.090, H141 1.095, H142 1.091
127 C -7.06 -0.31 -5.52  N125 1.462, H143 1.090, H144 1.091, H145 1.091
128 H -4.71 3.33 -6.93  C117 1.089
129 H -3.62 2.08 -6.26  C117 1.090
130 H -3.81 3.63 -5.45  C117 1.100
131 H -6.68 3.64 -6.22  C119 1.088
132 H -7.12 3.32 -4.51  C119 1.088
133 H -7.48 2.15 -5.82  C119 1.088
134 H -3.02 0.94 -2.52  C123 1.091
135 H -3.25 2.63 -2.25  C123 1.094
136 H -3.77 1.30 -1.02  C123 1.090
137 H -5.92 3.43 -2.20  C124 1.093
138 H -7.00 2.01 -2.54  C124 1.093
139 H -6.15 2.07 -1.05  C124 1.096
140 H -7.89 -0.85 -3.03  C126 1.090
141 H -6.36 -1.76 -3.35  C126 1.095
142 H -6.36 -0.41 -2.24  C126 1.091
143 H -6.63 0.27 -6.34  C127 1.090
144 H -8.13 -0.12 -5.54  C127 1.091
145 H -6.78 -1.35 -5.70  C127 1.091
146 C 3.17 3.28 0.16  C147 1.461, H149 1.086, H150 1.091, H151 1.090
147 C 4.02 4.46 0.01  C146 1.461, N148 1.146
148 N 4.69 5.38 -0.11  C147 1.146
149 H 3.01 3.04 1.21  C146 1.086
150 H 3.67 2.45 -0.33  C146 1.091
151 H 2.21 3.43 -0.34  C146 1.090
152 C 3.07 6.13 -4.66  C153 1.459, H155 1.087, H156 1.089, H157 1.088
153 C 3.37 7.51 -5.02  C152 1.459, N154 1.145
154 N 3.57 8.61 -5.29  C153 1.145
155 H 2.47 5.66 -5.44  C152 1.087
156 H 2.53 6.13 -3.72  C152 1.089
157 H 4.00 5.57 -4.54  C152 1.088

Properties
HOMO = -8.25 eV
SMILES string = CN(C)P(=O)(N(C)C)N(C)C.CN(C)P(=O)(N(C)C)N(C)C.CN(C)P(=O)(N(C)C)N(C)C.CN(C)P(=O)(N(C)C)N(C)C.CN(C)P(=O)(N(C)C)N(C)C.CC#N.CC#N
relative energy (zero: lowest compared OMol25 entry of this formula, charge and spin) = 0.0000 eV
maximum force = 0.030 hartree/bohr